Below is 16 unconnected molecules or ions with the total composition C49H137N7O16 in a non-equilibrium geometry, with properties calculated with ωB97M-V/def2-TZVPD.

Output
Maximum force ... 4.18 eV/A
Electronic energy ... -3535.9903 Ha
LUMO ... 0.450 eV

Each line ends with the Mulliken charge.
CARTESIAN COORDINATES (ANGSTROEM)
C: -1.02167 -4.89477 4.61976  -1.174
C: -0.73969 -4.65473 3.16963  0.464
O: 0.62455 -4.57061 2.79989  -0.594
H: -2.13046 -4.98990 4.72642  0.275
H: -0.81410 -4.08766 5.37477  0.202
H: -0.44064 -5.78799 4.89811  0.372
H: -1.19897 -3.76775 2.76027  -0.172
H: -1.21444 -5.47697 2.57118  0.275
H: 1.11243 -3.90990 3.32969  0.146
C: -1.26624 -1.14502 4.80640  -0.624
C: -1.73314 0.18439 4.22574  0.287
O: -2.61194 0.15813 3.15434  -0.122
H: -2.14131 -1.74911 5.18253  0.423
H: -0.57130 -1.01385 5.64955  0.380
H: -0.63665 -1.72228 4.09519  -0.364
H: -0.81159 0.69547 3.89714  -0.252
H: -2.17612 0.70723 5.09603  0.395
H: -2.65388 1.01804 2.65760  0.060
C: 5.29933 -1.26144 -5.53245  -0.912
C: 5.75639 0.16593 -5.53463  -0.228
O: 5.81519 0.64706 -4.15145  -0.445
H: 4.21237 -1.40889 -5.20926  0.053
H: 5.87492 -1.89790 -4.89922  0.302
H: 5.29338 -1.69775 -6.54722  0.401
H: 5.19179 0.83968 -6.22203  0.284
H: 6.76120 0.16207 -5.91893  0.294
H: 5.18325 1.35708 -4.12455  0.053
C: 4.56558 -3.70481 1.21661  -1.702
C: 3.17752 -3.14803 0.97851  2.655
O: 2.32457 -4.18282 0.52127  -0.748
H: 4.45259 -4.49604 1.95713  0.349
H: 5.33602 -2.96949 1.49241  0.098
H: 4.92294 -4.18380 0.28352  0.405
H: 3.29068 -2.27053 0.32175  -1.079
H: 2.77407 -2.74237 1.93340  -0.515
H: 1.64474 -4.35269 1.17027  0.648
C: 0.38329 2.01469 -5.85429  -1.227
C: 1.32341 2.62549 -4.79306  0.898
O: 1.34564 4.04655 -4.86344  -0.616
H: 0.34571 0.88836 -5.79215  0.164
H: 0.80524 2.31547 -6.84895  0.401
H: -0.66697 2.40516 -5.91556  0.183
H: 2.33152 2.18735 -4.97309  0.203
H: 1.05254 2.25179 -3.77917  -0.315
H: 1.68968 4.34539 -4.03559  0.397
C: -2.85063 4.31381 -5.07929  -1.469
C: -2.09099 4.00099 -3.81121  -0.001
O: -2.95085 3.69411 -2.70375  -0.329
H: -3.42227 5.26666 -4.97321  0.426
H: -3.57433 3.54009 -5.41305  0.276
H: -2.13035 4.42422 -5.93982  0.365
H: -1.56660 4.82567 -3.47005  0.601
H: -1.31773 3.23609 -3.95297  -0.107
H: -3.58290 4.42355 -2.66665  0.206
C: -5.90269 -1.28378 1.54603  -1.528
C: -6.07004 -2.18824 2.77528  0.495
C: -7.03443 -3.32852 2.41379  -0.796
O: -8.34917 -2.87721 2.75271  -0.409
C: -9.40735 -3.68385 2.21772  -0.782
N: -4.76610 -2.58914 3.21568  -0.259
H: -6.90018 -0.90700 1.24441  0.483
H: -5.36121 -1.77130 0.74669  0.297
H: -5.34055 -0.38133 1.82460  0.103
H: -6.61158 -1.55587 3.55025  0.286
H: -6.92165 -4.19973 3.03733  0.586
H: -6.96119 -3.59603 1.38110  0.437
H: -9.46154 -3.76297 1.09515  0.289
H: -10.32500 -3.13495 2.43614  0.304
H: -9.50681 -4.68828 2.60840  0.303
H: -4.69639 -3.04256 4.08417  0.294
H: -4.05034 -1.83166 3.22172  -0.236
C: 5.91793 5.90797 -4.11939  -1.500
C: 5.39515 4.62828 -3.51915  0.403
C: 4.28014 4.94943 -2.60611  -0.380
O: 3.16327 5.48241 -3.25674  -0.512
C: 2.25038 6.14903 -2.36477  -0.791
N: 4.91904 3.58137 -4.47737  -0.264
H: 6.72258 5.63603 -4.79904  0.429
H: 6.26213 6.67392 -3.42917  0.376
H: 5.07296 6.22917 -4.82459  0.290
H: 6.13665 4.13365 -2.82841  0.188
H: 4.66872 5.73470 -1.98445  0.581
H: 4.01092 4.01591 -2.01134  -0.131
H: 2.75011 7.03366 -1.93090  0.381
H: 1.94470 5.44018 -1.57751  0.199
H: 1.38352 6.40899 -2.94071  0.346
H: 3.98261 3.84504 -4.79113  0.099
H: 5.38519 3.66484 -5.36375  0.285
C: -5.27049 3.14201 1.38427  -1.741
C: -3.86794 3.34238 0.84600  0.922
C: -3.15943 4.42549 1.70484  -1.149
O: -1.75432 4.55711 1.41634  -0.185
C: -1.48836 4.99984 0.08049  -0.214
N: -3.16502 2.09950 1.19827  0.465
H: -5.75221 2.32300 0.87697  0.421
H: -5.92680 4.01881 1.34848  0.413
H: -5.18959 2.78428 2.40403  0.342
H: -3.91019 3.68482 -0.13269  -0.096
H: -3.20941 4.15338 2.75014  0.318
H: -3.63841 5.39621 1.52153  0.415
H: -1.75579 4.15687 -0.55371  0.080
H: -0.42199 5.21965 0.05921  -0.170
H: -1.99307 5.90897 -0.19304  0.430
H: -3.58403 1.38113 0.63170  -0.231
H: -2.19127 2.12604 0.87589  -0.258
C: 5.08030 1.83462 -1.01757  0.665
C: 5.74172 0.52561 -0.62990  0.025
C: 5.79382 0.44081 0.88679  -0.679
O: 6.37933 -0.82382 1.29837  -0.301
C: 7.00767 -0.68903 2.55067  -0.901
N: 5.02730 -0.62252 -1.00534  0.052
H: 4.96004 1.87373 -2.07678  -0.634
H: 5.62728 2.78008 -0.77405  0.582
H: 4.11234 1.88898 -0.43592  -0.317
H: 6.79920 0.52364 -0.91385  0.080
H: 4.83474 0.58984 1.36683  -0.351
H: 6.49771 1.23290 1.21981  0.625
H: 7.36013 -1.71114 2.84348  0.251
H: 6.39622 -0.25726 3.34308  0.279
H: 7.81790 0.02128 2.39603  0.469
H: 5.48296 -1.42883 -0.64845  0.271
H: 4.89579 -0.69428 -2.00075  0.121
C: 2.88746 -0.30093 3.28531  0.868
C: 3.36700 -1.24098 4.44064  -0.251
C: 3.26344 -0.53800 5.75673  -1.451
O: 1.90468 -0.24924 5.98743  0.119
C: 1.73100 0.42424 7.22128  -0.961
N: 2.52394 -2.48653 4.51654  -0.317
H: 1.85500 -0.03529 3.47239  -0.822
H: 3.01642 -0.76294 2.26936  -0.708
H: 3.37327 0.70076 3.32638  0.566
H: 4.40759 -1.50334 4.35049  0.523
H: 3.85563 0.37263 5.60865  0.537
H: 3.64574 -1.14044 6.58018  0.550
H: 0.65244 0.60240 7.43313  0.230
H: 2.33499 1.38169 7.06244  0.278
H: 2.22092 -0.07573 8.05045  0.336
H: 1.59101 -2.18106 4.79830  0.211
H: 2.87005 -3.10074 5.23825  0.214
C: -3.03570 -0.00334 -4.32702  -0.846
C: -4.10608 -0.05482 -3.14074  0.261
C: -4.60031 -1.52389 -2.85317  -0.089
O: -4.94423 -2.19133 -4.05171  -0.390
C: -5.68905 -3.39175 -3.87343  -0.724
N: -3.54123 0.50487 -1.88919  0.101
H: -2.80881 1.03218 -4.67209  0.032
H: -3.44671 -0.60038 -5.17230  0.484
H: -2.08015 -0.44815 -4.02123  0.039
H: -5.03519 0.55048 -3.38010  0.316
H: -5.54020 -1.34051 -2.27691  0.341
H: -3.84251 -2.23198 -2.31291  -0.217
H: -5.80953 -3.86101 -4.86646  0.283
H: -6.64957 -3.24325 -3.43266  0.337
H: -5.16256 -4.14683 -3.26566  0.202
H: -2.61394 0.16508 -1.59505  -0.304
H: -3.44078 1.52175 -2.01905  0.009
C: 0.75556 2.00844 -0.10035  -0.678
C: 1.37917 0.60666 -0.18231  2.259
C: 0.40085 -0.47412 0.21207  0.023
O: -0.84478 -0.42591 -0.48017  1.243
C: -1.68888 -1.41440 0.03895  -0.118
N: 2.03286 0.44402 -1.50654  0.248
H: 0.11634 2.10029 0.79466  -0.385
H: 0.08159 2.15883 -0.92116  0.106
H: 1.49922 2.78911 -0.16227  0.051
H: 2.20046 0.64774 0.56543  -1.139
H: 0.07626 -0.15907 1.25714  -0.158
H: 0.81815 -1.49047 0.12327  -0.352
H: -1.18252 -2.33701 0.15399  0.371
H: -2.55350 -1.53758 -0.62769  -0.694
H: -2.01701 -1.02605 1.04011  -0.229
H: 2.55173 -0.41130 -1.46008  -0.170
H: 1.36182 0.31660 -2.27917  0.008
C: -0.54965 -3.83300 -2.39850  -1.076
C: 0.85527 -3.64671 -3.04929  0.703
C: 0.72831 -2.75725 -4.23338  -1.356
O: 1.78424 -2.99101 -2.14734  -0.380
H: -1.29563 -4.25874 -3.10411  0.429
H: -0.81921 -2.84636 -2.06069  -0.069
H: -0.46273 -4.44312 -1.49614  0.350
H: 1.26595 -4.60644 -3.33254  0.308
H: -0.11445 -3.12740 -4.83449  0.406
H: 1.61995 -2.80705 -4.79593  0.402
H: 0.46430 -1.72170 -4.01047  0.055
H: 1.83423 -3.43877 -1.33557  0.174
C: -4.03961 -5.65482 -0.25682  -0.904
C: -4.67984 -5.63308 1.18621  1.191
C: -4.69536 -7.08948 1.74854  -1.602
O: -3.86524 -4.97798 2.11056  -0.183
H: -4.62703 -6.35998 -0.85947  0.463
H: -2.95914 -5.95344 -0.19300  0.171
H: -4.08970 -4.60655 -0.59986  -0.016
H: -5.70552 -5.20773 1.09657  -0.143
H: -3.67857 -7.52463 1.78898  0.296
H: -5.33576 -7.79987 1.27880  0.436
H: -4.98219 -7.03716 2.83570  0.338
H: -4.23877 -4.07765 2.19845  0.046
C: 2.31223 4.60289 2.41561  -0.928
C: 1.87496 3.96589 3.70192  0.148
C: 0.97993 2.75721 3.59713  0.130
O: 3.04571 3.54465 4.48186  -0.530
H: 2.78343 5.54724 2.62864  0.546
H: 1.37507 4.74082 1.84156  -0.103
H: 2.91846 3.91467 1.83232  0.238
H: 1.39137 4.74072 4.26943  0.273
H: -0.02795 2.98068 3.18767  0.311
H: 0.91975 2.40648 4.61875  0.283
H: 1.42686 2.04747 2.98222  -0.658
H: 3.75426 4.20219 4.36060  0.299

***

Below is a gas-phase ion, C6H2N (charge +1) in a non-equilibrium geometry, with properties calculated with ωB97M-V/def2-TZVPD.

Output
Maximum force ... 3.57 eV/A
Electronic energy ... -284.0616 Ha
Relative energy (zero: lowest compared OMol25 entry of this formula, charge and spin) ... 0.0 kJ/mol
Charge ... +1
LUMO ... -8.789 eV

Each line ends with the Mulliken charge.
CARTESIAN COORDINATES (ANGSTROEM)
C: 0.57708 0.79648 -0.16649  0.177
C: -0.48047 1.46084 -0.26761  0.652
C: 1.39900 -0.27803 -0.00007  -0.293
C: -0.09227 -2.46421 0.22300  0.299
C: -1.54143 2.26429 -0.01229  0.027
C: 0.73190 -1.58132 0.18351  -0.456
N: -2.29177 3.13667 0.01398  -0.182
H: 2.48156 -0.10006 0.09031  0.373
H: -0.78360 -3.23465 -0.06433  0.404

***

Below is a gas-phase ion, C4H9N2OS (charge -1) in a non-equilibrium geometry, with properties calculated with ωB97M-V/def2-TZVPD.

Output
SMILES ... NCN[C@@H](C=O)C[S-]
Maximum force ... 2.88 eV/A
Electronic energy ... -740.7433 Ha
Relative energy (zero: lowest compared OMol25 entry of this formula, charge and spin) ... 211.9 kJ/mol
Charge ... -1
LUMO ... 3.801 eV

Each line ends with the Mulliken charge.
CARTESIAN COORDINATES (ANGSTROEM)
O: 0.88251 1.28438 2.12717  -0.535
C: 0.88112 1.57636 0.94787  -0.084
C: 0.33217 0.69688 -0.15375  -0.078
C: 1.01534 0.58749 -1.59746  -0.768
S: 1.79238 2.22175 -1.84597  -0.637
N: 0.24099 -0.70627 0.35611  -0.243
C: -0.97994 -1.15416 0.96005  -0.616
N: -1.89750 -1.77770 -0.06513  -0.710
H: 1.02395 2.66896 0.77833  0.391
H: -0.68038 1.09978 -0.37317  0.171
H: 0.33886 0.18883 -2.35355  0.320
H: 1.77566 -0.17838 -1.48835  0.233
H: 1.08402 -0.98550 0.83207  0.246
H: -1.47034 -0.34921 1.49884  0.384
H: -0.72002 -2.03998 1.57314  0.344
H: -1.26600 -2.17592 -0.74574  0.313
H: -2.35285 -0.95732 -0.45046  0.268

***

Below is C4H6N2O in the gas phase, with properties calculated with ωB97M-V/def2-TZVPD.

Output
SMILES ... COc1c[nH]cn1
Maximum force ... 0.91 eV/A
Electronic energy ... -340.7433 Ha
Relative energy (zero: lowest compared OMol25 entry of this formula, charge and spin) ... 135.5 kJ/mol
LUMO ... 0.803 eV

Each line ends with the Mulliken charge.
CARTESIAN COORDINATES (ANGSTROEM)
C: 2.12919 -0.11987 -0.11533  -0.702
O: 1.26347 0.49799 -1.05084  -0.370
C: -0.00874 0.27265 -0.67176  0.760
C: -0.41600 -0.64488 0.26682  -0.637
N: -1.73682 -0.33045 0.49066  -0.057
C: -2.04242 0.70366 -0.32533  -0.253
N: -1.02258 1.08737 -1.06024  -0.597
H: 3.09829 0.38169 -0.16766  0.223
H: 2.25224 -1.18512 -0.34764  0.260
H: 1.62809 -0.05756 0.87036  0.361
H: 0.02004 -1.57466 0.59211  0.406
H: -2.29259 -0.70619 1.23938  0.199
H: -3.02325 1.15016 -0.34009  0.406